Computed, not measured: an isolated ion of composition C4H12N2S and charge -1 in a non-equilibrium geometry, with wB97M-V/def2-TZVPD.

Kohn-Sham gap (alpha / beta) in eV: 2.58 / 8.92
<S²>: 0.751
Electronic energy in eV: -18155.493
ΔE to the lowest compared entry with this formula, charge and spin in kJ/mol: 140.0
M in g/mol: 120.221
Net charge: -1
E_LUMO (alpha / beta) in eV: 3.50 / 3.72
Multiplicity: 2

```
19
Properties=species:S:1:pos:R:3:forces:R:3:nbo_charge:R:1
N 1.5031 -0.3212 1.3729 -1.8 -1.7 1.5 -0.841
C 0.3733 0.1177 0.5371 3.1 1.3 -2.7 -0.100
C -0.9626 0.1393 1.2062 -0.2 2.5 0.3 -0.450
C -1.9969 0.6790 0.1714 0.5 0.6 -1.6 -0.526
S -1.7200 2.5123 -0.2818 0.3 -1.7 -0.4 -0.478
C 0.3849 -0.6140 -0.9237 2.4 -0.3 1.5 -0.463
N 1.7969 -1.2411 -1.1722 -1.5 1.4 0.1 -0.947
H 2.4329 -0.2075 1.0298 0.1 0.7 -0.9 0.368
H 1.4385 -1.3559 1.4216 0.0 0.8 0.2 0.331
H 0.6345 1.2205 0.2681 -0.6 -1.7 0.6 0.197
H -0.7490 0.9390 2.0403 -1.2 -1.7 -1.0 0.226
H -1.3850 -0.8009 1.5484 0.5 -0.3 0.4 0.197
H -3.0277 0.6950 0.5093 0.0 -0.4 0.3 0.208
H -1.9464 0.0766 -0.8448 -0.2 1.2 2.1 0.213
H -0.9517 2.1859 -1.4045 -0.2 0.5 0.3 -0.004
H 0.2224 0.1559 -1.6962 -0.3 -0.5 0.1 0.171
H -0.4276 -1.3350 -0.8271 0.4 -0.4 -0.8 0.169
H 2.4205 -0.6041 -1.6980 -0.8 -1.0 0.3 0.362
H 1.9600 -2.2416 -1.2569 -0.5 0.7 -0.3 0.369
```
Forces are in eV/Å.


Computed, not measured: C44H48F5IN5O3STeTi as an isolated structure, with wB97M-V/def2-TZVPD.

Kohn-Sham gap in eV: 5.81
Electronic energy in eV: -122941.915
ΔE to the lowest compared entry with this formula, charge and spin in kJ/mol: 0.0
M in g/mol: 1124.328
Net charge: -1
E_LUMO in eV: 1.29

```
109
Properties=species:S:1:pos:R:3:forces:R:3:mulliken_charge:R:1
Ti -0.2381 0.1120 -0.4321 0.1 -0.8 0.1 -2.219
C 5.4291 -0.4714 -2.2969 0.0 0.0 0.0 -1.143
C 5.3934 0.1545 -0.8996 0.0 0.0 0.0 -1.280
C 4.0884 -0.0933 -0.2120 0.0 0.0 0.0 0.616
C 3.7917 -1.0215 0.7347 0.0 0.0 0.0 0.886
C 4.7146 -1.9884 1.4077 0.0 0.0 0.0 -1.353
C 5.1980 -1.4875 2.7712 0.0 0.0 0.0 -1.168
C 2.3856 -0.8856 1.0113 0.0 0.0 0.0 -0.208
C 1.7153 -1.6433 1.9398 0.0 0.1 0.1 -0.503
C 0.3700 -1.5491 2.2305 0.0 0.0 0.0 -0.808
C -0.2811 -2.3207 3.2561 0.0 0.0 0.0 1.386
C 0.3937 -3.2960 4.1691 0.0 0.0 0.0 -1.206
C 1.1063 -2.6111 5.3383 0.0 0.0 0.0 -1.317
C -1.5910 -1.9545 3.2384 0.0 0.0 0.0 0.783
C -1.7150 -0.9643 2.2017 0.0 0.0 0.0 0.311
C -2.8893 -0.3067 1.8927 0.0 0.0 0.0 -1.172
C -2.9868 0.7237 0.9954 0.0 0.0 0.0 0.162
N -1.9448 1.2466 0.2654 0.0 0.1 0.0 0.610
C -2.4932 2.2926 -0.4181 0.0 0.0 0.0 0.312
C -1.7847 3.1805 -1.1987 0.0 0.0 0.0 -1.165
C -0.4247 3.1407 -1.3783 0.0 0.0 0.0 0.363
N 0.4111 2.1785 -0.8821 0.1 0.1 -0.1 0.085
C 1.6298 2.4723 -1.4347 0.0 0.0 0.0 0.448
C 2.7686 1.7202 -1.2967 0.0 0.0 0.0 -1.071
C 2.8601 0.6078 -0.4869 0.0 0.0 0.0 0.671
N 1.8241 0.1001 0.2400 0.1 0.1 0.0 0.276
C 1.5715 3.6689 -2.2431 0.0 0.0 0.0 0.451
C 0.2875 4.0883 -2.2068 0.0 0.0 0.0 0.826
C -0.3292 5.2587 -2.9023 0.0 0.0 0.0 -1.398
C -0.6065 6.4337 -1.9613 0.0 0.0 0.0 -1.202
C 2.7052 4.2140 -3.0530 0.0 0.0 0.0 -1.260
C 2.8562 3.4635 -4.3806 0.0 0.0 0.0 -1.045
C -3.9088 2.4007 -0.1717 0.0 0.0 0.0 0.614
C -4.2161 1.4205 0.7151 0.0 0.0 0.0 0.890
C -5.5407 1.0861 1.3215 0.0 0.0 0.0 -1.294
C -5.7205 1.6788 2.7217 0.0 0.0 0.0 -1.105
C -4.8058 3.4343 -0.7741 0.0 0.0 0.0 -1.250
C -4.7297 4.7817 -0.0505 0.0 0.0 0.0 -0.995
N -0.5197 -0.7362 1.5854 0.0 0.1 0.0 0.871
C -2.7119 -2.5002 4.0654 0.0 0.0 0.0 -1.399
C -3.4328 -3.6498 3.3554 0.0 0.0 0.0 -0.957
H 6.3765 -0.2669 -2.7991 0.0 0.0 0.0 0.410
H 4.6188 -0.0851 -2.9169 0.0 0.0 0.0 0.230
H 5.2983 -1.5526 -2.2333 0.0 0.0 0.0 0.306
H 5.5800 1.2296 -0.9710 0.0 0.0 0.0 0.431
H 6.2053 -0.2535 -0.2931 0.0 0.0 0.0 0.460
H 5.5749 -2.1720 0.7603 0.0 0.0 0.0 0.495
H 4.2154 -2.9537 1.5228 0.0 0.0 0.0 0.385
H 5.7413 -0.5472 2.6634 0.0 0.0 0.0 0.314
H 5.8589 -2.2136 3.2483 0.0 0.0 0.0 0.405
H 4.3543 -1.3026 3.4382 0.0 0.0 0.0 0.204
H 2.2935 -2.3671 2.5002 0.0 0.0 0.0 0.509
H 1.1115 -3.8984 3.6047 0.0 0.0 0.0 0.112
H -0.3499 -3.9975 4.5545 0.0 0.0 0.0 0.506
H 1.8603 -1.9107 4.9752 0.0 0.0 0.0 0.215
H 1.5978 -3.3396 5.9860 0.0 0.0 0.0 0.430
H 0.3942 -2.0422 5.9386 0.0 0.0 0.0 0.320
H -3.7907 -0.6180 2.4017 0.0 0.0 0.0 0.387
H -2.3366 3.9656 -1.6963 0.0 0.0 0.0 0.517
H 3.6583 2.0429 -1.8194 0.0 0.0 0.0 0.383
H -1.2554 4.9424 -3.3891 0.0 0.0 0.0 0.396
H 0.3341 5.5827 -3.7070 0.0 0.0 0.0 0.469
H -1.2692 6.1345 -1.1477 0.0 0.0 0.0 0.211
H -1.0728 7.2647 -2.4939 0.0 0.0 0.0 0.395
H 0.3213 6.7917 -1.5116 0.0 0.0 0.0 0.325
H 3.6369 4.1559 -2.4842 0.0 0.0 0.0 0.471
H 2.5357 5.2758 -3.2463 0.0 0.0 0.0 0.513
H 3.0388 2.4019 -4.2074 0.0 0.0 0.0 0.223
H 3.6817 3.8663 -4.9708 0.0 0.0 0.0 0.405
H 1.9384 3.5329 -4.9649 0.0 0.0 0.0 0.262
H -5.6544 -0.0004 1.3529 0.0 0.0 0.0 0.320
H -6.3341 1.4533 0.6669 0.0 0.0 0.0 0.458
H -4.9369 1.3306 3.3964 0.0 0.0 0.0 0.274
H -6.6863 1.3983 3.1460 0.0 0.0 0.0 0.393
H -5.6644 2.7685 2.6903 0.0 0.0 0.0 0.242
H -5.8343 3.0681 -0.7522 0.0 0.0 0.0 0.412
H -4.5544 3.5655 -1.8296 0.0 0.0 0.0 0.375
H -5.0332 4.6756 0.9924 0.0 0.0 0.0 0.229
H -5.3796 5.5208 -0.5229 0.0 0.0 0.0 0.396
H -3.7099 5.1703 -0.0559 0.0 0.0 0.0 0.174
H -3.4250 -1.7048 4.2963 0.0 0.0 0.0 0.438
H -2.3195 -2.8420 5.0269 0.0 0.0 0.0 0.458
H -3.8209 -3.3263 2.3880 0.0 0.0 0.0 0.080
H -4.2603 -4.0285 3.9588 0.0 0.0 0.0 0.410
H -2.7415 -4.4731 3.1652 0.0 0.0 0.0 0.275
F -1.8463 0.3106 -5.5803 -0.1 -0.2 0.0 -0.398
Te -1.0076 0.0981 -3.9221 0.1 0.7 -0.2 1.827
F -2.5644 0.8157 -3.1958 0.0 0.0 0.0 -0.436
F 0.4353 -0.5285 -4.8893 0.0 0.0 0.0 -0.396
F -1.8230 -1.5512 -3.9342 0.2 -0.1 0.3 -0.377
F -0.4422 1.8434 -4.3154 0.1 0.1 0.0 -0.441
O -0.0870 0.2513 -2.3585 -0.3 -0.4 -0.2 -0.184
S -4.1362 -2.7280 -0.4935 0.0 0.1 0.0 -0.489
C -2.8596 -1.7612 -0.7694 0.0 -0.2 -0.1 0.722
N -1.9399 -1.0660 -0.9567 0.2 0.2 0.2 -0.364
I 2.2895 -8.4425 0.5041 0.0 0.0 0.0 0.014
C 1.7388 -6.5448 -0.1908 0.0 0.0 0.0 -0.143
C 1.0803 -5.6736 0.6636 0.0 0.0 0.0 -0.598
C 0.7361 -4.4110 0.2022 0.0 0.0 0.1 -0.117
C 1.0335 -4.0289 -1.0995 0.0 -0.1 0.0 0.081
C 1.6713 -4.9243 -1.9470 0.0 0.0 0.0 -0.563
C 2.0377 -6.1840 -1.4963 0.0 0.0 0.0 -0.486
C 0.6737 -2.6501 -1.6088 0.0 -0.1 0.0 -0.177
O 0.6318 -2.4504 -2.8104 0.0 0.1 0.0 -0.668
O 0.4727 -1.8221 -0.6461 -0.3 0.5 -0.1 0.734
H 0.8370 -5.9743 1.6740 0.0 0.0 0.0 0.429
H 0.2244 -3.7085 0.8500 0.0 -0.1 -0.1 0.514
H 1.8722 -4.6139 -2.9644 0.0 0.0 0.0 0.473
H 2.5448 -6.8770 -2.1539 0.0 0.0 0.0 0.377
```
Forces are in eV/Å.